Record 1
The following is a quantum chemistry calculation of a structure of composition C24H68N6O8Sr at a distorted geometry, from OMol25.

HOMO level in hartree: -0.2187
Energy above the lowest of the compared OMol25 structures with the same formula, charge and spin in eV: 0.0000
E_LUMO in eV: -2.610
DFT total energy in eV: -52134.9458
HOMO-LUMO gap in eV: 3.3
Charge: 0

Last column: Mulliken charge in e.
Atoms and positions in Å:
Sr: -0.46992 0.19115 -0.30107  1.587
O: -1.20451 -0.39411 3.66901  -0.961
H: -1.76620 -0.03789 4.38465  0.173
O: 3.64936 0.07643 0.47066  -1.014
H: 4.59594 -0.02052 0.69230  0.133
C: 1.35688 -4.45988 -6.08732  -1.384
C: 0.27201 -3.57509 -5.50011  0.390
C: -1.16152 -4.10221 -5.69965  -0.720
O: -1.48827 -4.35787 -7.03573  -0.303
C: -2.76042 -4.96058 -7.19729  -0.803
N: 0.44563 -3.33036 -4.06228  -0.635
H: 2.32427 -3.97642 -5.95126  0.438
H: 1.26588 -4.52030 -7.17184  0.326
H: 1.36670 -5.48224 -5.70944  0.308
H: 0.42348 -2.56714 -5.88638  0.186
H: -1.91566 -3.40714 -5.33056  0.390
H: -1.35061 -4.99035 -5.09670  0.357
H: -2.86066 -5.91589 -6.68208  0.335
H: -3.03720 -5.10759 -8.24126  0.276
H: -3.61440 -4.39980 -6.81740  0.309
H: 0.31469 -4.20419 -3.57300  0.261
H: 1.43554 -3.13397 -4.02221  0.285
C: -6.03657 -3.96270 -0.70672  -1.315
C: -5.86864 -3.01324 0.44979  0.349
C: -6.74828 -3.55511 1.59238  -0.709
O: -6.85927 -2.59322 2.61588  -0.296
C: -7.65636 -2.99500 3.70797  -0.807
N: -4.47357 -2.89295 0.80587  -0.598
H: -5.76742 -3.49168 -1.65212  0.295
H: -7.04291 -4.37107 -0.79965  0.354
H: -5.43778 -4.84814 -0.49328  0.373
H: -6.20051 -1.99536 0.24516  0.261
H: -6.34954 -4.48286 2.00272  0.315
H: -7.73301 -3.77914 1.18222  0.401
H: -7.99973 -2.11072 4.24485  0.265
H: -7.21872 -3.63550 4.47370  0.313
H: -8.59249 -3.47561 3.42374  0.318
H: -4.35478 -2.56439 1.75353  0.256
H: -4.00967 -3.78982 0.78324  0.243
C: 0.49570 6.06041 4.18195  -1.451
C: 1.66381 5.13308 4.35925  0.642
C: 1.75897 4.67705 5.82198  -0.811
O: 1.91907 5.69777 6.78879  -0.366
C: 3.31646 5.92499 7.01193  -0.701
N: 1.43480 3.97517 3.53265  -0.731
H: 0.70959 7.05100 4.58333  0.334
H: -0.46260 5.70455 4.56027  0.302
H: 0.41998 6.24918 3.11110  0.390
H: 2.61377 5.57329 4.05610  0.275
H: 2.40172 3.81965 6.02155  0.447
H: 0.80925 4.26414 6.16205  0.329
H: 3.70504 5.15073 7.67347  0.280
H: 3.51413 6.86616 7.52498  0.269
H: 3.91171 5.95568 6.09934  0.286
H: 0.72892 3.33357 3.86458  0.250
H: 2.20913 3.32692 3.51559  0.266
C: -3.41448 4.79111 -3.72842  -1.489
C: -3.14008 3.89694 -2.49697  0.346
C: -4.17183 4.08001 -1.40143  -0.937
O: -4.00051 3.18573 -0.33255  -0.187
C: -4.95594 3.17054 0.70956  -0.772
N: -3.12633 2.46940 -2.83878  -0.579
H: -3.69621 5.81430 -3.47981  0.387
H: -4.19915 4.42218 -4.38893  0.360
H: -2.49292 4.88156 -4.30343  0.403
H: -2.13050 4.14945 -2.17278  0.230
H: -5.19391 4.06343 -1.77984  0.416
H: -4.01170 5.10313 -1.06135  0.427
H: -5.95354 3.07597 0.28064  0.280
H: -4.79398 4.18283 1.07991  0.322
H: -4.85545 2.41320 1.48701  0.275
H: -2.73484 2.49297 -3.76953  0.270
H: -4.09558 2.23702 -3.00204  0.275
C: 3.02569 2.93915 -6.48486  -1.385
C: 3.92842 2.17963 -5.51522  0.291
C: 5.42903 2.67850 -5.64964  -0.596
O: 6.30566 1.80856 -4.95887  -0.335
C: 7.66839 1.91121 -5.39461  -0.722
N: 3.35064 2.28122 -4.19615  -0.662
H: 3.29428 2.97849 -7.54054  0.371
H: 3.08107 3.97737 -6.15759  0.331
H: 1.96795 2.75451 -6.29734  0.352
H: 3.92160 1.13400 -5.82299  0.274
H: 5.56573 3.65364 -5.18219  0.249
H: 5.76782 2.68333 -6.68564  0.405
H: 8.30182 1.40228 -4.66809  0.255
H: 7.96831 2.95514 -5.48614  0.309
H: 7.73687 1.38459 -6.34650  0.287
H: 3.38620 3.26812 -3.98435  0.271
H: 3.93387 1.87351 -3.47942  0.311
C: 3.57826 -2.20108 6.20368  -1.394
C: 3.59631 -3.47612 5.43562  0.414
C: 2.96191 -4.62112 6.32169  -0.704
O: 3.74552 -4.71678 7.49654  -0.353
C: 4.98027 -5.33379 7.33807  -0.726
N: 2.93359 -3.29050 4.21399  -0.738
H: 3.91910 -1.47254 5.46804  0.460
H: 4.29396 -2.29547 7.02035  0.319
H: 2.58574 -1.98741 6.60037  0.332
H: 4.65593 -3.65421 5.25236  0.229
H: 2.96114 -5.52041 5.70576  0.330
H: 1.92216 -4.38639 6.54956  0.360
H: 5.72461 -4.66140 6.91155  0.280
H: 4.97460 -6.25584 6.75679  0.316
H: 5.37197 -5.57839 8.32541  0.266
H: 3.45401 -2.55857 3.75187  0.299
H: 2.05329 -2.81384 4.34803  0.312


Record 2
The following is a quantum chemistry calculation of a structure of composition C24H69IO12Zr at a distorted geometry, from OMol25.

HOMO level in hartree: -0.3124
E_LUMO in eV: 0.325
DFT total energy in eV: -59960.4093
HOMO-LUMO gap in eV: 8.8
Charge: 0

Last column: Mulliken charge in e.
Atoms and positions in Å:
Zr: 12.37374 11.34887 14.32029  1.586
C: 12.86887 7.56283 12.47404  -1.163
C: 12.54053 9.02345 11.98827  0.059
O: 12.55578 9.91361 13.01856  -0.630
H: 12.05431 7.21698 13.19804  0.249
H: 13.73172 7.60656 13.07683  0.194
H: 12.97844 6.92562 11.55806  0.346
H: 11.55384 9.11551 11.40072  0.158
H: 13.30974 9.32813 11.28133  0.090
C: 8.30493 10.63209 13.57608  -1.209
C: 9.56286 11.35976 13.10187  0.040
O: 10.43789 11.52121 14.23688  -0.381
H: 8.58705 9.70232 14.11824  0.157
H: 7.67232 10.43520 12.74092  0.464
H: 7.76790 11.32438 14.23044  0.288
H: 9.36655 12.32220 12.60645  0.306
H: 10.07562 10.74349 12.33627  -0.193
C: 13.52480 14.61922 11.64152  -1.657
C: 13.69120 13.13982 11.90004  0.820
O: 12.84667 12.65834 12.98182  -0.712
H: 14.02184 14.80586 10.68679  0.434
H: 14.03144 15.19257 12.36323  0.405
H: 12.49684 14.91882 11.61645  0.298
H: 14.68320 12.81084 12.15083  -0.098
H: 13.43353 12.62628 10.99121  -0.373
I: 15.19090 11.03230 15.71058  -0.842
C: 16.19715 10.74727 11.75199  -0.961
C: 16.04804 10.08084 10.41909  0.020
O: 15.95348 8.65168 10.54382  -0.515
H: 15.42372 10.30945 12.41244  0.151
H: 16.15798 11.85572 11.83040  0.337
H: 17.19967 10.55469 12.12837  0.414
H: 16.92003 10.30790 9.70168  0.288
H: 15.12343 10.48378 9.97439  -0.034
H: 16.32680 8.52977 11.42474  0.319
C: 15.02890 13.24007 20.00442  -1.219
C: 14.71494 14.20348 18.90408  -0.296
O: 14.26910 13.65245 17.69408  0.194
H: 14.10704 12.93958 20.55235  0.260
H: 15.69362 13.74197 20.69939  0.523
H: 15.65929 12.46248 19.60422  0.226
H: 15.54687 14.85730 18.74424  0.095
H: 13.93193 14.82061 19.25585  0.386
H: 15.06484 13.30038 17.24590  -0.209
C: 9.78698 10.10175 16.91755  -0.886
C: 10.83487 9.28107 16.15015  -0.297
O: 12.09871 9.94328 16.00420  0.978
H: 8.95619 9.46949 17.14622  0.547
H: 9.43657 10.91896 16.27664  -0.040
H: 10.26008 10.36801 17.88055  -0.022
H: 10.54552 9.04081 15.15646  0.430
H: 11.06213 8.34307 16.67872  0.400
H: 12.54708 9.80116 16.87318  -0.072
C: 11.54679 11.72537 9.40899  -0.264
C: 12.41760 12.13952 8.20130  -0.191
O: 11.59941 12.80534 7.19414  -0.569
H: 10.75741 11.03013 9.19365  0.438
H: 11.17148 12.69282 9.88960  0.279
H: 12.22634 11.24899 10.17273  -0.459
H: 12.94188 11.31962 7.75588  0.343
H: 13.18023 12.90288 8.48391  0.162
H: 10.94636 13.31742 7.68983  0.321
C: 14.66746 6.88982 17.08726  -0.396
C: 15.80405 7.63020 17.60946  0.104
O: 15.35318 8.54813 18.62543  -0.552
H: 15.03338 6.39551 16.16840  0.316
H: 13.96577 7.65813 16.77008  -0.267
H: 14.18970 6.14673 17.78478  0.303
H: 16.38540 8.29169 16.92614  -0.093
H: 16.55334 6.94347 18.01332  0.247
H: 16.08342 9.09993 18.85128  0.230
C: 18.35103 5.83236 15.17392  -0.993
C: 18.48085 7.27751 14.77539  -0.116
O: 17.12654 7.76026 14.52274  -0.245
H: 17.99573 5.62421 16.25020  0.150
H: 19.31373 5.25357 14.97936  0.340
H: 17.65147 5.44187 14.48896  0.296
H: 19.11273 7.28597 13.87457  0.302
H: 18.90934 7.89058 15.61099  0.230
H: 17.07108 8.63025 14.94569  -0.005
C: 16.48199 15.99355 16.20729  -0.735
C: 15.60698 17.16773 16.54999  -0.194
O: 16.42343 18.16111 17.17348  -0.541
H: 17.27920 16.22398 15.53608  0.406
H: 15.85344 15.23922 15.65153  0.085
H: 16.84743 15.54848 17.15066  0.207
H: 14.87377 16.94430 17.28779  0.170
H: 15.10408 17.54809 15.66810  0.369
H: 16.05652 19.02330 16.99411  0.287
C: 10.92568 14.95073 16.75887  -1.334
C: 10.92053 13.47437 16.46507  0.168
O: 12.26373 12.92957 16.01504  0.183
H: 11.46218 15.47403 16.03757  0.347
H: 11.44692 15.09115 17.73722  0.226
H: 9.91810 15.27755 16.82699  0.429
H: 10.27472 13.24444 15.63798  0.051
H: 10.62904 12.83362 17.33003  0.187
H: 12.97864 13.05364 16.63079  0.182
C: 12.79613 9.96049 20.87527  -1.479
C: 12.65968 10.50340 19.40978  0.575
O: 12.92058 9.52298 18.42692  -0.349
H: 12.30988 9.06132 20.93884  0.505
H: 12.29655 10.72872 21.51172  0.396
H: 13.84508 9.97255 21.22472  0.285
H: 13.24113 11.47020 19.27096  -0.375
H: 11.64659 10.85214 19.30133  0.279
H: 13.84835 9.32618 18.42536  0.104